This record from OMol25 describes 2 unconnected molecules or ions with the total composition CH5N3S2 at a distorted geometry. The level of theory is the ωB97M-V functional and the def2-TZVPD basis.

Geometry as ORCA input:
```
! wB97M-V def2-TZVPD RIJCOSX def2/J DEFGRID3
* xyz 0 1
C 1.1180 -0.3367 -0.0401
N -1.3605 -1.5149 -0.2597
N 0.5917 2.2202 -0.1555
N -0.9320 -0.3442 0.1759
S 1.7140 -1.7996 -0.1072
S 1.8925 1.1487 -0.0757
H -1.4755 -1.5299 -1.3027
H -1.2012 -2.5238 0.0441
H -0.2014 1.9586 0.2985
H 0.9236 3.1475 0.1990
H -1.0692 -0.4260 1.2232
*
```

Computed properties:
F_max: 4.4 eV Å⁻¹
HOMO energy (spin up / spin down): -7.7 / -7.7 eV
Kohn-Sham gap (spin up / spin down): 7.94 / 7.94 eV
ΔE to the lowest compared entry with this formula, charge and spin: 308.2 kJ/mol
E_LUMO (spin up / spin down): 0.27 / 0.27 eV
E_tot: -1001.59988 Eh